1.
Molecular formula: C5H7NO
Method: DFT, the ωB97M-V functional and the def2-TZVPD basis

Properties
Relative energy (zero: lowest compared OMol25 entry of this formula, charge and spin) = 5.4011 eV
LUMO energy (spin up / spin down) = -0.93 / -1.89 eV
Molar mass = 97.12 g/mol
HOMO (spin up / spin down) = -0.358 / -0.322 hartree
Gap between HOMO and LUMO (spin up / spin down) = 8.8 / 6.9 eV

Each line ends with the Löwdin charge.
Element x y z (Å)
C: 3.01415 0.11888 0.27175  -0.39
C: 0.57630 -0.59889 -0.67766  0.05
C: 2.99405 -1.14389 0.38078  0.14
C: -0.55515 0.24460 -0.45548  -0.25
C: -2.67178 0.63013 0.46367  -0.15
N: -1.48829 -0.13707 0.33668  -0.03
O: 3.18771 1.23821 -0.05783  0.11
H: 1.21788 -0.38829 -1.51323  0.06
H: 0.51574 -1.60749 -0.31400  0.06
H: 2.80403 -1.97361 1.00420  0.03
H: -0.59279 1.20346 -0.98902  0.12
H: -2.64183 1.59259 -0.06635  0.08
H: -3.50513 0.02935 0.08820  0.08
H: -2.85488 0.79200 1.52830  0.08

2.
Molecular formula: C5H7NO
Method: DFT, the ωB97M-V functional and the def2-TZVPD basis

Properties
Relative energy (zero: lowest compared OMol25 entry of this formula, charge and spin) = 3.3312 eV
LUMO energy = 0.84 eV
Molar mass = 97.12 g/mol
HOMO = -0.342 hartree
Gap between HOMO and LUMO = 10.2 eV

Each line ends with the Löwdin charge.
Element x y z (Å)
O: 2.87463 -1.29848 1.09611  -0.06
C: 2.52661 -0.37990 0.08099  -0.28
C: 1.12777 0.07371 0.15749  0.01
C: -0.01298 0.45552 0.25989  0.02
C: -1.38381 0.90391 0.38653  -0.33
C: -2.45020 0.20182 -0.37795  -0.15
N: -2.36542 0.05033 1.06609  0.02
H: 2.68258 -0.88139 1.94551  0.09
H: 3.18432 0.50232 0.09114  0.12
H: 2.70024 -0.89914 -0.86607  0.12
H: -1.50746 1.96305 0.59985  0.13
H: -2.14155 -0.62457 -1.01512  0.11
H: -3.30631 0.76965 -0.73476  0.10
H: -1.93389 -0.83801 1.30672  0.10

3.
Molecular formula: C5H7NO
Method: DFT, the ωB97M-V functional and the def2-TZVPD basis

Properties
Relative energy (zero: lowest compared OMol25 entry of this formula, charge and spin) = 1.1937 eV
LUMO energy = 0.92 eV
Molar mass = 97.12 g/mol
HOMO = -0.275 hartree
Gap between HOMO and LUMO = 8.4 eV

Each line ends with the Löwdin charge.
Element x y z (Å)
C: -2.24089 0.45420 -0.15919  0.02
C: -0.95614 0.08577 -0.20086  -0.32
C: 0.27999 0.65719 -0.72413  0.00
C: 1.29121 0.01513 -0.08618  -0.41
N: 2.64824 0.22272 -0.09377  0.15
O: 0.91253 -1.02385 0.69772  -0.01
C: -0.49912 -1.18302 0.47544  -0.12
H: -2.67093 1.25839 -0.74396  0.05
H: -2.90831 -0.06290 0.52753  0.05
H: 0.38967 1.54855 -1.32997  0.11
H: 3.13106 -0.22358 0.67330  0.10
H: 2.93852 1.17769 -0.24434  0.10
H: -1.01300 -1.37869 1.41803  0.13
H: -0.63101 -2.03856 -0.19969  0.14